(one)
Molecular formula: C3H6OS3
Method: DFT, ωB97M-V with the def2-TZVPD basis set

Its HOMO-LUMO gap is 9.3 eV. Its LUMO energy is 0.44 eV.

Last column: Mulliken charge in e.
Positions of all 13 atoms, in Å:
1 C 0.131 -0.439 -0.490  -0.379
2 C -0.784 0.571 0.007  0.167
3 C 1.910 -0.331 0.199  -0.907
4 O -2.039 -1.863 0.648  -0.590
5 S -2.278 0.896 -0.925  -0.220
6 S -0.174 2.002 0.907  -0.232
7 S -0.860 -1.031 0.993  0.435
8 H 0.131 -0.824 -1.459  0.399
9 H 1.912 0.676 0.558  0.338
10 H 2.488 -0.602 -0.604  0.341
11 H 1.753 -1.053 0.971  0.311
12 H -2.942 -0.317 -0.793  0.182
13 H 0.752 2.314 -0.012  0.155


(two)
Molecular formula: C3H6OS3
Method: DFT, ωB97M-V with the def2-TZVPD basis set

Its HOMO-LUMO gap is 6.3 eV. Its LUMO energy is -1.88 eV.

Last column: Mulliken charge in e.
Positions of all 13 atoms, in Å:
1 C -0.203 -1.640 -0.761  -0.057
2 C 0.521 2.009 0.965  -1.054
3 C -0.096 0.597 0.731  -0.652
4 O -0.273 0.571 -2.034  -0.472
5 S -1.947 -2.058 -2.460  -0.244
6 S 0.418 -2.970 0.046  -0.081
7 S 0.488 -0.090 -1.044  0.527
8 H -0.087 2.605 1.543  0.376
9 H 1.588 1.946 1.204  0.297
10 H 0.453 2.517 -0.021  0.284
11 H -1.083 0.490 0.903  0.524
12 H 0.544 -0.006 1.371  0.350
13 H -0.325 -3.971 -0.444  0.202


Verdict on stability: (two) comes out at the bottom.


(one)
Molecular formula: C6H12N
Method: DFT, ωB97M-V with the def2-TZVPD basis set

Its net charge is +1. Its HOMO-LUMO gap (spin up / spin down) is 4.7 / 9.7 eV. As for the spin multiplicity: 3. Its LUMO energy (spin up / spin down) is -3.87 / -5.91 eV. The expectation value of S² is 2.006.

Last column: Mulliken charge in e.
Positions of all 19 atoms, in Å:
1 C -1.297 1.081 0.270  0.687
2 C 0.983 -1.086 0.156  0.042
3 C -1.415 0.225 1.374  -1.125
4 C 1.082 -2.344 -0.604  -1.070
5 C 1.656 -0.729 1.207  -1.087
6 C -0.736 2.543 -1.592  -0.732
7 N -1.264 1.769 -0.650  0.114
8 H -1.615 -0.839 0.888  0.355
9 H -2.216 0.511 1.984  0.403
10 H -0.579 0.307 1.926  0.294
11 H 1.294 -2.220 -1.640  0.297
12 H 0.011 -2.745 -0.598  0.218
13 H 1.659 -3.001 -0.117  0.442
14 H 0.378 -0.326 -0.294  0.508
15 H 2.289 -1.563 1.603  0.232
16 H 1.634 0.246 1.665  0.427
17 H 0.284 2.484 -1.510  0.374
18 H -1.019 2.132 -2.621  0.291
19 H -1.126 3.555 -1.448  0.331


(two)
Molecular formula: C6H12N
Method: DFT, ωB97M-V with the def2-TZVPD basis set

Its net charge is +1. Its HOMO-LUMO gap (spin up / spin down) is 7.3 / 8.4 eV. As for the spin multiplicity: 3. Its LUMO energy (spin up / spin down) is -3.03 / -7.07 eV. The expectation value of S² is 2.008.

Last column: Mulliken charge in e.
Positions of all 19 atoms, in Å:
1 C -1.920 -0.480 0.088  0.885
2 C -3.103 -0.816 0.568  -1.312
3 C -0.754 -1.253 -0.488  -0.359
4 C -1.220 0.774 -0.182  0.529
5 C 2.882 -0.146 0.372  -1.263
6 C -1.400 2.070 -0.043  -1.344
7 N -0.071 0.047 -0.800  0.102
8 H -3.803 -0.074 0.908  0.309
9 H -3.401 -1.847 0.636  0.375
10 H -0.197 -1.852 0.231  0.295
11 H -0.972 -1.853 -1.372  0.362
12 H 2.875 0.557 -0.455  0.330
13 H 2.631 -1.147 0.039  0.298
14 H 2.229 0.178 1.177  0.335
15 H -0.684 2.802 -0.376  0.358
16 H 3.893 -0.172 0.760  0.325
17 H -2.295 2.439 0.424  0.300
18 H 0.847 0.171 -0.336  0.078
19 H 0.057 0.234 -1.799  0.397


Verdict on stability: (one) comes out at the bottom.


(one)
Molecular formula: CH3BrClN
Method: DFT, ωB97M-V with the def2-TZVPD basis set

Its HOMO-LUMO gap is 9.7 eV. Its LUMO energy is 0.21 eV. Its SMILES is ClCNBr.

Last column: Mulliken charge in e.
Positions of all 7 atoms, in Å:
1 C 0.548 0.273 -0.337  -0.193
2 N -0.565 -0.641 0.358  -0.445
3 Cl 1.991 -0.691 -0.146  -0.153
4 Br -2.349 -0.045 -0.091  -0.077
5 H 0.529 1.304 0.283  0.269
6 H 0.481 0.507 -1.427  0.294
7 H -0.636 -0.707 1.360  0.304


(two)
Molecular formula: CH3BrClN
Method: DFT, ωB97M-V with the def2-TZVPD basis set

Its HOMO-LUMO gap is 9.3 eV. Its LUMO energy is -0.34 eV.

Last column: Mulliken charge in e.
Positions of all 7 atoms, in Å:
1 C -0.684 0.248 -0.059  -0.683
2 N 0.621 -0.281 0.398  -0.196
3 Cl 1.079 -1.839 -0.245  -0.057
4 Br 2.054 0.933 -0.148  -0.002
5 H -0.702 1.162 0.550  0.354
6 H -0.963 0.083 -1.151  0.296
7 H -1.405 -0.305 0.654  0.289


(three)
Molecular formula: CH3BrClN
Method: DFT, ωB97M-V with the def2-TZVPD basis set

Its HOMO-LUMO gap is 11.7 eV. Its LUMO energy is 0.74 eV. Its SMILES is [H]/N=C\Cl.Br.

Last column: Mulliken charge in e.
Positions of all 7 atoms, in Å:
1 C 0.176 0.089 -1.978  0.045
2 N -0.414 0.784 -2.852  -0.437
3 Cl 0.590 0.300 -0.226  -0.163
4 Br 2.965 -1.031 2.602  -0.216
5 H 0.466 -0.976 -2.187  0.295
6 H -0.892 1.585 -2.478  0.280
7 H 2.594 -0.634 1.243  0.196


Verdict on stability: (two) comes out at the bottom.


(one)
Molecular formula: C4H12OS
Method: DFT, ωB97M-V with the def2-TZVPD basis set

Its HOMO-LUMO gap is 9.0 eV. Its LUMO energy is 0.42 eV. Its SMILES is CCCSC.O.

Last column: Mulliken charge in e.
Positions of all 18 atoms, in Å:
1 C 1.363 -1.872 0.932  -1.126
2 C 1.104 -1.613 -0.543  -0.386
3 C 0.044 -0.579 -0.800  -0.606
4 S -1.583 -1.029 -0.074  -0.100
5 C -2.174 0.634 0.348  -0.834
6 H 1.525 -0.963 1.518  0.298
7 H 2.247 -2.495 1.048  0.335
8 H 0.544 -2.378 1.433  0.341
9 H 2.029 -1.286 -1.016  0.306
10 H 0.818 -2.554 -1.007  0.267
11 H 0.345 0.386 -0.400  0.254
12 H -0.173 -0.445 -1.848  0.394
13 H -1.552 1.074 1.136  0.260
14 H -3.194 0.507 0.702  0.317
15 H -2.178 1.259 -0.540  0.281
16 H 1.490 4.223 0.168  0.317
17 H 2.850 3.552 0.170  0.320
18 O 2.430 4.426 0.115  -0.637


(two)
Molecular formula: C4H12OS
Method: DFT, ωB97M-V with the def2-TZVPD basis set

Its HOMO-LUMO gap is 9.6 eV. Its LUMO energy is 0.90 eV. Its SMILES is CCCSC.O.

Last column: Mulliken charge in e.
Positions of all 18 atoms, in Å:
1 C -0.038 0.326 2.412  -0.954
2 C 0.435 1.201 1.201  -0.610
3 C 0.382 0.431 -0.127  -0.559
4 S -1.277 0.179 -0.786  -0.102
5 C -0.831 0.302 -2.625  -0.787
6 H 0.848 -0.250 2.776  0.281
7 H -0.282 1.146 3.110  0.296
8 H -1.000 -0.115 2.183  0.337
9 H 1.544 1.318 1.355  0.259
10 H 0.023 2.234 1.005  0.350
11 H 1.205 -0.386 -0.113  0.332
12 H 0.755 1.044 -0.962  0.299
13 H 0.112 0.744 -2.728  0.316
14 H -0.864 -0.681 -2.974  0.271
15 H -1.635 0.863 -3.170  0.268
16 H -0.324 -2.200 -0.171  0.335
17 H 0.920 -3.128 0.056  0.321
18 O 0.026 -3.027 -0.442  -0.652


Verdict on stability: (two) comes out at the bottom.


(one)
Molecular formula: C8H16OS
Method: DFT, ωB97M-V with the def2-TZVPD basis set

Its HOMO-LUMO gap (spin up / spin down) is 6.0 / 8.1 eV. Its LUMO energy (spin up / spin down) is -1.06 / 0.34 eV.

Last column: Mulliken charge in e.
Positions of all 26 atoms, in Å:
1 C 0.079 0.030 -1.568  0.356
2 C 0.431 1.585 1.435  -0.499
3 C 1.376 0.768 -1.711  -1.463
4 C -0.869 0.153 -2.652  -0.978
5 C -0.686 2.407 2.024  -0.869
6 C 0.011 -2.318 0.090  -1.410
7 C 0.009 -1.312 2.337  -1.530
8 C 0.387 -1.176 0.934  0.490
9 O -1.782 0.353 0.210  -0.777
10 S -0.350 0.360 0.162  1.055
11 H 2.021 0.120 -2.324  0.423
12 H 1.274 1.795 -2.177  0.320
13 H 1.948 0.673 -0.769  0.390
14 H -1.688 0.861 -2.434  0.243
15 H -1.239 -0.812 -2.905  0.273
16 H -0.237 0.438 -3.580  0.363
17 H -1.229 2.952 1.280  0.331
18 H -1.628 1.834 2.413  0.211
19 H -0.306 2.999 2.778  0.368
20 H -0.812 -2.748 0.498  0.420
21 H 0.063 -1.924 -0.958  0.357
22 H 0.807 -2.997 0.089  0.468
23 H -1.093 -1.396 2.421  0.387
24 H 0.054 -0.422 3.000  0.350
25 H 0.587 -2.128 2.791  0.384
26 H 1.419 -0.989 0.979  0.338


(two)
Molecular formula: C8H16OS
Method: DFT, ωB97M-V with the def2-TZVPD basis set

Its HOMO-LUMO gap (spin up / spin down) is 8.8 / 8.8 eV. Its LUMO energy (spin up / spin down) is -0.09 / -0.09 eV.

Last column: Mulliken charge in e.
Positions of all 26 atoms, in Å:
1 C 2.027 0.089 0.230  0.329
2 C 2.240 0.808 1.478  -1.113
3 C -2.810 -2.204 0.431  -1.445
4 C 1.354 2.273 -1.091  -1.799
5 C -2.383 -0.888 -0.179  -0.666
6 C -0.817 -0.736 -0.128  -0.572
7 C -0.437 0.717 -0.339  -1.026
8 C 1.040 0.831 -0.804  0.483
9 O 2.345 -2.203 -1.068  -0.538
10 S 2.480 -1.490 0.238  0.254
11 H 2.987 0.419 2.259  0.424
12 H 2.344 1.867 1.069  0.245
13 H 1.269 0.710 2.230  0.185
14 H -2.481 -2.503 1.343  0.451
15 H -2.581 -3.035 -0.220  0.351
16 H -3.943 -2.141 0.453  0.326
17 H 1.208 2.928 -0.202  0.381
18 H 2.428 2.508 -1.277  0.416
19 H 0.814 2.706 -1.930  0.397
20 H -2.767 -0.720 -1.157  0.413
21 H -2.835 -0.183 0.466  0.395
22 H -0.445 -0.915 0.885  0.263
23 H -0.365 -1.440 -0.768  0.496
24 H -1.261 1.199 -0.830  0.647
25 H -0.530 1.283 0.596  0.302
26 H 1.121 0.121 -1.687  0.402


Verdict on stability: (one) comes out at the bottom.


(one)
Molecular formula: C2H11BN3O
Method: DFT, ωB97M-V with the def2-TZVPD basis set

Its net charge is +1. Its HOMO-LUMO gap is 9.4 eV. Its LUMO energy is -3.23 eV.

Last column: Mulliken charge in e.
Positions of all 18 atoms, in Å:
1 B -1.335 0.130 -0.373  0.297
2 C 1.120 -1.133 0.907  -0.312
3 C 0.078 -0.137 -0.999  -0.633
4 N -2.401 -0.760 -0.516  -0.377
5 N 1.895 -0.040 1.252  -0.503
6 N 0.829 1.145 -0.971  -0.215
7 O -1.409 1.262 0.309  -0.611
8 H 1.610 -2.101 0.451  0.304
9 H 0.240 -1.444 1.606  0.230
10 H 0.245 -0.847 -1.832  0.362
11 H -2.535 -1.557 -1.140  0.232
12 H -3.409 -0.392 -0.407  0.217
13 H 1.419 0.510 1.982  0.313
14 H 2.806 -0.218 1.540  0.223
15 H 1.459 0.944 0.052  0.466
16 H 1.431 1.260 -1.844  0.331
17 H 0.123 1.714 -0.704  0.359
18 H -2.164 1.665 0.687  0.316


(two)
Molecular formula: C2H11BN3O
Method: DFT, ωB97M-V with the def2-TZVPD basis set

Its net charge is +1. Its HOMO-LUMO gap is 11.3 eV. Its LUMO energy is -2.89 eV.

Last column: Mulliken charge in e.
Positions of all 18 atoms, in Å:
1 B 1.373 -0.058 -0.131  0.341
2 C -1.018 -0.073 1.121  -0.692
3 C 0.011 0.850 0.039  -0.388
4 N 2.295 -0.297 0.932  -0.381
5 N -1.884 -0.789 0.187  -0.451
6 N -0.735 0.814 -1.207  -0.421
7 O 1.427 -0.633 -1.377  -0.615
8 H -1.670 0.728 1.534  0.345
9 H -0.256 -0.509 1.662  0.461
10 H 0.245 1.806 0.346  0.449
11 H 2.140 0.178 1.793  0.215
12 H 3.302 -0.374 0.815  0.221
13 H -1.637 -1.718 -0.119  0.255
14 H -2.862 -0.919 0.347  0.284
15 H -1.708 0.098 -0.743  0.487
16 H -0.942 1.737 -1.600  0.293
17 H -0.139 0.334 -1.898  0.305
18 H 2.058 -1.174 -1.702  0.293


Verdict on stability: (one) comes out at the bottom.